ORCA calculation (ωB97M-V/def2-TZVPD) on C56H33Cl4CrN7O6 as an isolated structure in a non-equilibrium geometry.

DFT total energy	-5874.0169	Eh
charge	-2
multiplicity	5

Element x y z (Å)
Cr -0.60121 0.14251 -0.09394
Cl -3.39954 -8.43941 2.21825
C -2.72700 -6.85546 1.92415
C -2.64108 -6.38333 0.62551
C -2.13007 -5.11448 0.40324
C -1.71248 -4.30480 1.46173
C -1.77128 -4.82783 2.75171
C -2.28167 -6.09616 2.99122
C -1.27657 -2.92068 1.15656
C -0.07925 -2.74273 0.44864
C 0.96795 -3.71828 0.35889
C 2.07574 -3.06608 -0.09769
C 1.68907 -1.70788 -0.36459
C 2.48353 -0.70495 -0.94990
C 3.93784 -0.94309 -1.11522
C 4.45522 -1.98472 -1.88268
C 5.82501 -2.16559 -2.01038
C 6.68611 -1.29438 -1.36520
Cl 8.40902 -1.51606 -1.53479
C 6.20501 -0.25061 -0.59281
C 4.83371 -0.08137 -0.47620
C 1.97270 0.49534 -1.47560
N 0.69656 0.92706 -1.34873
C 0.49469 1.94821 -2.23499
C -0.71182 2.65725 -2.31452
C -0.98649 3.54056 -3.46377
C -0.10560 4.53228 -3.90322
C -0.39721 5.31792 -5.00792
C -1.59564 5.13615 -5.67284
Cl -1.97378 6.12834 -7.06017
C -2.50958 4.18587 -5.24587
C -2.19799 3.39651 -4.15258
C -1.69085 2.62233 -1.28316
C -2.69217 3.60057 -1.04179
C -3.15091 3.38921 0.24216
C -2.43168 2.28610 0.76787
N -1.59584 1.81701 -0.17986
C -2.50986 1.67083 2.08633
C -2.48323 0.24736 2.17053
C -3.19229 -0.57154 3.10566
C -2.95860 -1.87618 2.75924
C -2.04426 -1.84859 1.65938
N -1.82943 -0.55004 1.29610
C -2.48243 2.46180 3.29242
C -2.12136 1.87523 4.52932
C -2.03482 2.61065 5.69406
C -2.29288 3.97281 5.66741
Cl -2.22902 4.90313 7.14665
C -2.58716 4.60330 4.46861
C -2.66876 3.86258 3.30602
C 1.71001 2.15023 -2.97950
C 2.63819 1.29984 -2.46607
N 0.38726 -1.54455 -0.00898
H -2.98055 -6.99025 -0.20307
H -2.06945 -4.72239 -0.60410
H -1.40129 -4.24069 3.58245
H -2.32915 -6.49137 3.99704
H 0.88413 -4.75185 0.65960
H 3.06170 -3.47858 -0.23862
H 3.77584 -2.64494 -2.40716
H 6.22627 -2.97091 -2.61161
H 6.88751 0.41228 -0.07752
H 4.43488 0.73085 0.12050
H 0.79615 4.71725 -3.33669
H 0.30352 6.07057 -5.34503
H -3.44911 4.06193 -5.76772
H -2.89280 2.63500 -3.82375
H -2.98880 4.38057 -1.72530
H -3.96073 3.91185 0.72699
H -3.83642 -0.21404 3.89418
H -3.34912 -2.76138 3.23402
H -1.86610 0.82551 4.55907
H -1.73858 2.14327 6.62469
H -2.73921 5.67495 4.45113
H -2.86214 4.37828 2.37855
H 1.86836 2.85130 -3.78163
H 3.67327 1.20816 -2.75525
O 2.23649 2.19274 1.35076
C 1.64348 1.17381 1.68767
O 0.45020 0.83066 1.38453
C 2.36063 0.13200 2.52828
C 1.71154 -1.05302 2.86631
C 2.40374 -2.06274 3.52286
C 3.72896 -1.89045 3.86943
C 4.36227 -0.68802 3.56032
C 3.68308 0.32108 2.88394
N 5.73935 -0.50111 3.92860
O 6.30892 0.51457 3.57944
O 6.29332 -1.36831 4.58471
H 0.67023 -1.17105 2.59368
H 1.90652 -2.99784 3.74742
H 4.29192 -2.66842 4.36372
H 4.17962 1.24744 2.63333
C -0.85109 -0.60664 -5.39288
N -1.65594 -0.59252 -4.18968
C -2.99187 -0.34327 -4.25175
C -3.73256 -0.23960 -3.14280
C -3.07414 -0.26589 -1.83402
O -3.71996 -0.07167 -0.81022
N -1.71254 -0.52654 -1.80652
C -1.02918 -0.85425 -2.94212
O 0.08493 -1.35800 -2.97689
H -1.19154 -1.38236 -6.08485
H 0.17220 -0.81056 -5.09219
H -0.89158 0.36608 -5.89055
H -3.40127 -0.26735 -5.25336
H -4.79768 -0.06631 -3.17660


ORCA calculation (ωB97M-V/def2-TZVPD) on C56H36Cl4N5SSn as an isolated structure in a non-equilibrium geometry.

DFT total energy	-4882.4430	Eh
charge	+1

Element x y z (Å)
Sn 0.18210 0.19270 -0.21200
Cl 8.41820 4.20230 -2.85690
C 6.94250 3.54400 -2.24810
C 6.41530 4.02340 -1.05790
C 5.22690 3.50290 -0.58180
C 4.56550 2.49940 -1.27880
C 5.11230 2.01610 -2.46120
C 6.29600 2.53740 -2.95000
C 3.28600 1.95890 -0.76480
C 3.35800 0.82170 0.04350
C 4.57760 0.17450 0.42930
C 4.23960 -0.86540 1.23360
C 2.81150 -0.83850 1.37090
C 2.04420 -1.64910 2.21860
C 2.65030 -2.84790 2.83080
C 2.06990 -4.08930 2.56420
C 2.61970 -5.25710 3.05380
C 3.76120 -5.19260 3.84050
Cl 4.47140 -6.64680 4.43230
C 4.32760 -3.96530 4.15650
C 3.77390 -2.80420 3.65120
C 0.71420 -1.37960 2.58740
N -0.15960 -0.56510 1.94700
C -1.27770 -0.47340 2.71940
C -2.41920 0.28290 2.44160
C -3.54190 0.19030 3.40110
C -3.81290 1.26360 4.24540
C -4.84060 1.20020 5.16600
C -5.62720 0.05890 5.23240
Cl -6.92670 -0.02100 6.36510
C -5.37330 -1.02000 4.39750
C -4.32780 -0.95250 3.49510
C -2.56310 1.17780 1.37650
C -3.75210 1.92420 1.07070
C -3.47220 2.67690 -0.02470
C -2.10220 2.42010 -0.36360
N -1.59430 1.48900 0.48260
C -1.37310 3.12060 -1.32870
C 0.02090 3.15090 -1.42570
C 0.78470 4.12790 -2.14210
C 2.09230 3.83340 -1.93640
C 2.12960 2.65160 -1.12470
N 0.86410 2.28460 -0.81140
C -2.14010 3.90630 -2.31950
C -2.54580 3.25640 -3.48090
C -3.25800 3.93250 -4.45250
C -3.57230 5.26990 -4.26150
Cl -4.46240 6.12030 -5.47290
C -3.18000 5.92670 -3.10470
C -2.46400 5.24330 -2.13860
C -1.09760 -1.26510 3.89910
C 0.12830 -1.84310 3.80920
N 2.31020 0.17520 0.61620
H 6.92700 4.80050 -0.51370
H 4.80310 3.87620 0.33740
H 4.60190 1.23660 -3.00600
H 6.71330 2.17290 -3.87480
H 5.55780 0.48930 0.12880
H 4.90070 -1.56370 1.70730
H 1.17700 -4.14880 1.95610
H 2.17040 -6.21240 2.83100
H 5.19330 -3.92200 4.79810
H 4.19280 -1.84730 3.92010
H -3.19630 2.14650 4.18560
H -5.03460 2.02930 5.82810
H -5.99140 -1.90170 4.45900
H -4.13170 -1.79170 2.84330
H -4.67250 1.88320 1.62190
H -4.10900 3.37280 -0.53560
H 0.36740 4.94340 -2.69600
H 2.95400 4.36060 -2.29280
H -2.29130 2.21620 -3.62370
H -3.56720 3.42930 -5.35430
H -3.43320 6.96500 -2.96470
H -2.15100 5.74860 -1.23800
H -1.80260 -1.34500 4.70150
H 0.61430 -2.46790 4.53250
N 0.81900 -2.79080 -0.74730
C -0.33160 -3.51680 -1.01790
C -0.52480 -4.21790 -2.15020
C -1.77480 -4.88970 -2.39580
C -2.68140 -5.04150 -1.42910
C -2.44670 -4.49990 -0.04540
C -1.46140 -3.33670 -0.06470
H 1.56880 -3.00670 -1.39080
H 1.14210 -2.83510 0.21160
H 0.26760 -4.29170 -2.87950
H -1.93080 -5.31600 -3.37300
H -3.60480 -5.57740 -1.57820
H -2.06670 -5.30550 0.59530
H -1.10530 -3.07040 0.93440
S -2.49200 -1.86740 -0.61890
C -3.95130 -2.62610 -0.19150
C -5.21060 -2.19800 -0.57790
C -6.27650 -3.07230 -0.52180
C -6.11610 -4.39950 -0.04780
C -4.93840 -4.82010 0.45980
C -3.75600 -3.92090 0.52450
H -5.33670 -1.22260 -1.02030
H -7.23890 -2.75590 -0.89350
H -6.95450 -5.07540 -0.11810
H -4.82970 -5.81570 0.86300
H -3.56970 -3.69370 1.58820